1.
Molecular formula: C30H51BrFN4OS
Method: DFT, ωB97M-V/def2-TZVPD

Net charge: +1
HOMO-LUMO gap (eV): 6.22

Geometry (Å):
N 5.0000 1.2298 -0.5797
C 3.9018 0.2754 -0.0582
C 4.2820 -1.1819 -0.7909
C 3.5216 -1.7960 -2.1014
C 3.9330 -3.2715 -2.7648
C 5.1374 -4.1614 -2.0970
C 5.9157 -3.5904 -0.7586
C 5.4962 -2.1280 -0.1366
C 2.4973 0.9272 -0.5966
Br 2.4511 2.9627 -0.4404
N 1.2397 0.3825 0.0766
S 0.2265 -0.2227 -1.2580
C 1.5130 -0.6525 1.1380
C 0.2405 -1.1220 2.0416
C -1.0839 -0.1689 1.9853
C -2.1949 -0.6821 3.1236
C -2.4836 -2.2975 3.0399
C -3.1842 -2.7954 1.6354
C -2.4108 -4.1087 0.9490
C -2.7909 -4.2768 -0.6696
C -1.8312 -3.1494 -1.4426
C -2.4871 -2.5729 -2.8299
C -3.9050 -1.7699 -2.6493
C -3.8841 -0.5648 -1.5381
C -4.3135 0.9243 -2.1663
N -4.2270 1.9171 -0.9877
C -4.0924 3.4387 -1.0387
C -4.0643 4.0942 0.4660
C -4.1983 2.8798 1.5596
C -4.2910 1.6196 0.5156
C 2.6633 -0.0022 2.1309
N 3.9798 0.0019 1.4148
C 5.0857 0.7138 2.1385
C 4.7830 2.3124 2.4693
C 5.8496 3.3516 1.7842
F 6.9259 3.6171 2.8100
H 4.8217 1.4009 -1.5941
H 5.8686 0.6171 -0.5336
H 2.6342 -1.2416 -2.6229
H 3.3881 -3.7108 -3.7072
H 5.4483 -5.2198 -2.5265
H 6.7599 -4.2300 -0.2417
H 6.0541 -1.7322 0.8424
H 2.4060 0.7450 -1.7731
H 0.7276 1.2476 0.4277
H -0.7678 0.7743 -1.5154
H 1.8918 -1.6285 0.5637
H 0.6105 -1.1226 3.1768
H 0.0153 -2.2683 1.8035
H -0.8354 0.9855 2.1526
H -1.6466 -0.2174 0.9503
H -1.7069 -0.4896 4.1952
H -3.1853 -0.0669 3.0120
H -3.2614 -2.5521 3.9076
H -1.5289 -2.9661 3.2232
H -4.2765 -3.1518 1.8568
H -3.2704 -1.9094 0.8582
H -2.6568 -5.1179 1.4972
H -1.2342 -3.9405 0.9597
H -2.3995 -5.3259 -1.0422
H -3.9369 -4.1054 -0.8819
H -0.7620 -3.5749 -1.6986
H -1.7535 -2.2472 -0.6941
H -2.5219 -3.4321 -3.6516
H -1.7099 -1.7769 -3.2626
H -4.1318 -1.2534 -3.6973
H -4.7277 -2.5621 -2.3671
H -4.7160 -0.8389 -0.7341
H -2.8486 -0.3906 -1.0178
H -3.5106 1.2904 -2.9680
H -5.4094 0.9201 -2.5832
H -4.0428 4.1050 -2.0242
H -3.9710 5.2186 0.7959
H -4.2101 2.8976 2.7371
H -4.4069 0.5548 1.0320
H 2.3066 1.0209 2.5697
H 2.7693 -0.7499 3.0544
H 5.1597 0.1976 3.2142
H 6.1725 0.5467 1.6727
H 4.8834 2.4715 3.6486
H 3.6980 2.6553 2.1976
H 6.4111 2.9466 0.8420
H 5.2577 4.3623 1.5929
C -3.7687 7.2914 -2.8747
O -3.1670 6.2062 -2.1931
H -4.7028 6.9520 -3.3285
H -3.9816 8.0952 -2.1658
H -3.0953 7.6500 -3.6571
H -2.3411 6.5375 -1.8012

Forces on the atoms, in the same order (eV/Å):
-0.3 -1.9 0.5
1.0 -0.9 -1.4
0.1 -4.5 -2.1
2.6 -2.1 1.5
2.6 0.9 3.5
-1.3 3.7 1.7
-3.2 2.7 -1.7
-1.5 -1.4 -2.4
2.0 0.0 -1.6
-0.1 -1.7 0.1
-0.7 2.0 -0.7
-1.7 -0.3 -0.8
0.9 -1.7 1.9
-0.2 -0.1 0.7
-1.0 -0.2 0.0
1.2 -0.3 0.3
-1.0 -0.3 0.1
0.0 -0.7 -0.2
-0.1 0.2 -0.9
1.7 0.5 0.3
-1.3 0.3 -0.2
1.0 0.6 -0.1
0.4 0.0 -0.6
-1.0 0.4 -0.2
0.6 -0.4 0.9
0.2 3.7 4.6
-0.1 0.4 3.7
-0.3 -4.5 -1.2
0.2 -0.7 -7.5
0.2 1.9 2.3
-0.2 -1.5 0.1
-0.1 1.7 -0.6
0.5 0.5 2.2
1.0 0.3 0.5
-0.2 0.1 1.1
-2.2 -0.4 -2.1
0.2 -0.4 1.0
-1.3 1.2 -0.3
1.9 -1.1 1.1
1.1 1.2 2.1
-0.8 2.6 0.9
-1.9 1.6 -1.2
-1.4 -1.1 -2.4
0.3 0.4 2.9
0.7 -1.3 0.2
1.5 -0.7 1.0
-0.4 2.4 1.2
-0.7 0.1 -2.5
0.3 2.7 0.3
-0.4 -2.5 -0.1
1.3 0.0 1.9
-1.2 -0.2 -2.3
2.0 -1.2 0.2
1.9 0.6 -1.8
-1.8 1.6 -0.2
2.0 0.8 -0.4
0.3 -1.8 1.5
0.5 2.2 -0.8
-2.4 -0.4 0.2
-1.2 2.0 0.8
2.4 -0.4 0.4
-2.1 0.8 0.7
0.1 -1.7 -1.5
-0.3 1.9 1.8
-1.5 -1.6 0.8
0.2 -1.4 2.2
1.5 1.8 -0.7
2.0 0.7 -1.5
-2.0 -0.6 -0.9
-2.0 -0.8 1.6
2.3 0.0 0.7
-0.1 -2.0 2.4
-0.2 -2.5 -1.3
0.0 -0.2 -2.9
0.2 2.3 -2.0
0.5 -1.6 -0.9
-0.3 1.6 -2.0
-0.2 0.9 -2.4
-2.7 0.5 0.7
-0.1 -0.3 -2.6
2.1 -0.9 0.3
-1.3 0.8 1.9
1.7 -2.0 0.3
0.1 0.2 0.0
0.5 -0.1 0.3
0.2 0.0 0.1
-0.1 0.1 -0.2
-0.2 0.2 -0.1
-0.5 -0.3 -0.2

=====

2.
Molecular formula: C30H51Cl2N2OPPd
Method: DFT, ωB97M-V/def2-TZVPD

2S+1: 5
Net charge: 0
Relative energy (zero: lowest compared OMol25 entry of this formula, charge and spin) (eV): 0.000
HOMO-LUMO gap (alpha / beta) (eV): 6.40 / 6.35

Geometry (Å):
P -0.1574 0.8662 -2.7795
C -1.8090 0.2486 -3.3015
C -2.2671 1.0562 -4.5028
C -3.7097 0.6664 -4.7849
C -3.8668 -0.8457 -4.9540
C -3.2720 -1.6648 -3.8046
C -1.8300 -1.2651 -3.5177
C 1.3255 0.1277 -3.5740
C 1.2258 0.5090 -5.0386
C 2.5457 0.1224 -5.6948
C 2.8941 -1.3462 -5.4537
C 2.8381 -1.7679 -3.9809
C 1.5132 -1.3791 -3.3328
C -0.0689 2.7042 -2.6047
C -1.1993 3.2335 -1.6996
C -1.1781 4.7603 -1.7496
C 0.1863 5.3441 -1.3796
C 1.3486 4.6962 -2.1356
C 1.3110 3.1693 -2.1056
H -2.4192 0.4579 -2.3895
H -1.6059 0.8177 -5.3502
H -2.1750 2.1382 -4.3033
H -4.0316 1.2011 -5.6787
H -4.3195 1.0112 -3.9413
H -4.9265 -1.0809 -5.0589
H -3.3766 -1.1448 -5.8861
H -3.8610 -1.5082 -2.8931
H -3.3022 -2.7300 -4.0442
H -1.4240 -1.7804 -2.6296
H -1.1901 -1.5099 -4.3807
H 2.1604 0.6306 -3.0395
H 3.3238 0.7670 -5.2703
H 1.0244 1.5878 -5.1459
H 0.3809 -0.0379 -5.4880
H 2.4595 0.3448 -6.7578
H 3.8913 -1.5403 -5.8517
H 2.1949 -1.9678 -6.0219
H 2.9838 -2.8466 -3.8859
H 3.6444 -1.2755 -3.4232
H 1.4986 -1.5893 -2.2530
H 0.6834 -1.9396 -3.7819
H -0.2256 3.0318 -3.6567
H -2.1808 2.8588 -2.0269
H -1.0701 2.8477 -0.6738
H -1.4340 5.0635 -2.7724
H -1.9564 5.1497 -1.0895
H 0.3468 5.2190 -0.3031
H 0.1855 6.4193 -1.5800
H 2.3067 5.0353 -1.7361
H 1.3044 5.0012 -3.1883
H 2.1107 2.7639 -2.7440
H 1.4966 2.7617 -1.0966
Pd 0.0544 -0.3444 0.4424
Cl 2.2595 0.5401 -0.1836
Cl -2.2575 0.5437 0.0597
C -0.5409 -1.9666 -0.3861
H -1.6417 -2.0586 -0.5595
C 0.2587 -3.1510 -0.2444
C 1.6687 -3.0206 -0.1346
C 2.4364 -4.1726 -0.1230
C 1.8317 -5.4287 -0.1855
C 0.4275 -5.5535 -0.2609
C -0.3681 -4.4129 -0.2958
H 2.1106 -2.0241 -0.0785
H 3.5298 -4.0875 -0.0633
H -0.0385 -6.5262 -0.2941
H -1.4539 -4.4594 -0.3561
H 2.4422 -6.3353 -0.1701
C 2.3978 -0.2342 3.2127
N 1.2851 -0.1151 4.1466
C 1.6021 -0.1095 5.5530
C 0.0318 -0.0735 3.6545
O -0.0538 -0.1320 2.3912
N -1.1658 0.0426 4.2445
C -1.4680 0.0922 5.6522
C -2.3350 0.0813 3.3757
H 3.3204 -0.2482 3.8052
H 2.4238 0.6081 2.5049
H 2.3288 -1.1595 2.6194
H 1.2564 0.8247 6.0272
H 1.1531 -0.9830 6.0583
H 2.6870 -0.1710 5.6368
H -2.0130 1.0283 5.8679
H -2.1343 -0.7526 5.9027
H -0.5631 0.0415 6.2510
H -2.3046 0.9445 2.6940
H -2.4018 -0.8210 2.7483
H -3.2216 0.1505 4.0168

Forces on the atoms, in the same order (eV/Å):
0.2 -0.6 1.7
0.9 0.5 1.0
-0.1 0.0 0.0
0.1 0.1 0.0
0.0 0.0 -0.1
0.0 0.0 0.1
0.2 0.2 -0.2
-0.7 0.5 1.0
0.4 -0.1 -0.1
-0.2 0.2 -0.1
0.0 -0.1 -0.1
0.0 0.1 0.1
-0.2 0.2 0.0
-0.1 -0.8 -0.4
0.0 -0.1 -0.1
0.0 -0.1 -0.1
0.0 0.0 0.2
-0.1 -0.1 -0.2
-0.1 -0.2 0.0
0.3 0.0 -0.6
-0.3 0.1 0.0
-0.1 -0.4 -0.1
-0.3 -0.1 0.0
0.0 0.0 -0.1
0.0 -0.1 -0.1
0.0 0.0 0.0
0.0 0.0 -0.1
-0.1 0.0 0.0
-0.2 0.2 -0.4
-0.2 0.0 0.1
-0.4 -0.1 -0.4
0.0 0.0 -0.1
0.1 -0.3 -0.1
0.3 0.1 0.0
0.3 -0.1 -0.2
0.0 -0.1 -0.1
0.0 0.0 0.0
0.1 0.1 0.0
0.0 -0.1 0.0
0.1 0.1 -0.4
0.3 0.0 0.0
0.1 0.3 0.4
0.3 0.1 0.1
0.1 0.2 -0.4
0.0 0.1 0.0
0.0 0.1 0.0
0.0 0.0 0.0
0.0 0.0 0.1
-0.1 0.1 0.0
0.1 0.1 0.0
-0.2 0.2 0.1
-0.2 0.2 -0.4
0.4 2.0 -1.8
0.2 0.1 -0.4
-0.2 0.2 0.0
-1.0 -2.4 -0.3
0.9 -0.1 0.1
-0.8 1.3 -0.6
-0.2 -0.8 0.1
0.4 0.2 0.1
-0.4 -0.5 0.0
0.3 0.7 0.1
0.8 -0.6 0.0
0.0 -0.4 -0.1
-0.5 -0.1 0.0
0.1 -0.2 0.0
0.2 -0.1 0.0
-0.2 0.3 0.0
0.1 0.0 -0.6
-0.3 0.0 1.0
-0.2 0.0 0.5
-0.3 -0.2 -2.9
0.3 0.3 2.9
0.2 0.0 1.2
-0.4 0.0 0.4
-0.3 0.0 -0.5
-0.3 0.0 -0.3
0.0 -0.3 0.3
0.0 0.3 0.2
0.3 -0.4 0.0
0.3 0.4 0.0
-0.2 0.0 0.2
0.3 -0.3 0.1
0.3 0.3 0.1
-0.4 0.0 0.0
0.0 -0.4 0.3
0.0 0.4 0.2
0.2 0.0 -0.1

=====

3.
Molecular formula: C30H52BMgN7O2
Method: DFT, ωB97M-V/def2-TZVPD

Net charge: 0
HOMO-LUMO gap (eV): 9.00

Geometry (Å):
Mg 0.2089 -1.4927 -0.6207
C 4.8314 -2.1820 1.3544
C 4.0268 -2.0193 0.0526
C 3.1329 -3.2525 -0.1694
C 3.2921 -0.6968 0.0753
C 3.9014 0.5464 0.2940
C 2.8871 1.4773 0.3280
C 3.0948 2.9600 0.5174
C 2.5618 3.5417 1.8316
C 2.6413 3.7563 -0.7115
N 1.7210 0.8185 0.1295
N 1.9753 -0.5381 -0.0525
B 0.2611 1.3853 0.2749
N -0.4959 0.5495 1.3518
N -0.6928 -0.7999 1.1254
C -1.4200 -1.2572 2.1459
C -1.6812 -0.2128 3.0478
C -1.0759 0.9107 2.5157
C -1.0402 2.2964 3.0962
C -0.3051 2.3009 4.4403
C -2.4580 2.8554 3.2464
C -1.8515 -2.6957 2.2533
C -3.3781 -2.7986 2.2839
C -1.2332 -3.3524 3.4908
N -0.5353 1.3037 -1.0777
N -0.6091 0.0724 -1.7020
C -1.3669 0.2384 -2.7901
C -1.7747 1.5664 -2.8815
C -1.2388 2.2225 -1.7796
C -1.5288 3.6938 -1.4967
C -3.0536 3.8962 -1.4809
C -0.9555 4.3539 -0.2440
C -1.7476 -0.9168 -3.6809
C -2.4890 -0.4443 -4.9255
C -2.5882 -1.9462 -2.9132
H 5.4788 -3.0606 1.2824
H 5.4547 -1.3153 1.5744
H 4.1468 -2.3294 2.1963
H 4.7445 -1.9584 -0.7669
H 2.1004 -3.0926 0.1421
H 3.1259 -3.5706 -1.2135
H 3.5121 -4.0974 0.4069
H 4.9559 0.7539 0.4085
H 4.1788 3.0495 0.5732
H 1.4788 3.6496 1.8295
H 2.8393 2.9069 2.6782
H 2.9952 4.5324 1.9948
H 1.5755 3.6102 -0.9093
H 2.8238 4.8255 -0.5667
H 3.1887 3.4334 -1.6014
H 0.3474 2.5153 0.6025
H -2.2351 -0.2717 3.9753
H -0.4894 2.9405 2.4132
H -0.8301 1.6743 5.1679
H 0.7111 1.9130 4.3345
H -0.2469 3.3166 4.8437
H -3.0344 2.2542 3.9559
H -2.4289 3.8847 3.6164
H -2.9928 2.8460 2.2932
H -1.4936 -3.2139 1.3684
H -3.7885 -2.3123 3.1757
H -3.8209 -2.3248 1.4038
H -3.6856 -3.8483 2.2929
H -1.5884 -2.8724 4.4089
H -1.5037 -4.4118 3.5341
H -0.1423 -3.2790 3.4722
H -2.3837 2.0106 -3.6539
H -1.1347 4.2345 -2.3585
H -3.4967 3.3199 -0.6625
H -3.2871 4.9521 -1.3223
H -3.5293 3.5790 -2.4088
H -1.3244 3.8663 0.6607
H 0.1330 4.3645 -0.2133
H -1.2957 5.3920 -0.2215
H -0.8313 -1.4047 -4.0165
H -3.4355 0.0331 -4.6552
H -1.8978 0.2691 -5.5045
H -2.7182 -1.2974 -5.5671
H -3.5252 -1.4875 -2.5865
H -2.8316 -2.8018 -3.5486
H -2.0803 -2.3265 -2.0259
N 1.2476 -2.2729 -2.5908
C 0.8079 -3.5556 -3.2029
C 0.5894 -4.6899 -2.1918
C -0.4464 -4.3809 -1.1170
O -1.3786 -5.1441 -0.9156
O -0.2171 -3.2723 -0.4739
H 1.2753 -1.5389 -3.2893
H 2.2017 -2.3625 -2.2496
H 1.5126 -3.8899 -3.9613
H -0.1381 -3.3728 -3.7139
H 1.5317 -4.9399 -1.6927
H 0.2588 -5.5721 -2.7333

Forces on the atoms, in the same order (eV/Å):
0.3 -0.1 -0.5
-0.1 -0.1 0.0
-0.2 -0.1 0.1
0.2 0.1 0.1
0.0 0.0 0.0
0.2 -0.1 0.0
-0.2 -0.2 0.0
-0.1 0.0 -0.1
0.0 -0.1 0.1
0.0 -0.1 -0.1
0.0 -0.3 -0.2
0.3 1.0 0.4
0.0 -0.3 0.1
0.2 -0.3 -0.2
-0.4 0.8 0.6
0.1 0.0 0.0
0.0 -0.1 0.1
0.0 -0.1 -0.1
0.0 0.0 0.0
0.0 0.0 0.0
0.0 0.0 0.0
0.0 0.1 0.1
0.0 0.0 0.0
0.0 0.0 0.0
0.2 -0.2 -0.1
-0.3 1.1 0.0
0.0 -0.1 0.2
0.0 0.1 -0.1
0.0 -0.2 0.1
0.0 -0.2 0.1
0.0 0.0 0.0
0.0 0.0 0.0
0.0 0.0 0.1
-0.1 0.0 -0.1
0.0 0.1 0.0
-0.1 0.1 0.0
0.0 0.0 -0.1
0.1 0.0 -0.1
0.1 0.0 -0.1
0.1 -0.1 0.0
0.1 0.0 0.1
0.0 0.0 0.0
-0.1 -0.1 0.0
0.1 0.0 0.0
0.0 0.0 0.0
0.0 0.1 -0.1
0.0 -0.1 0.0
0.3 0.0 0.0
0.0 -0.1 0.0
0.0 0.0 0.1
0.0 -0.2 0.0
0.1 0.0 -0.1
0.0 0.0 0.0
0.0 0.1 -0.1
-0.1 0.0 0.0
0.0 -0.1 0.0
0.0 0.1 -0.1
0.0 -0.1 0.0
0.0 0.0 0.0
0.1 0.0 -0.1
0.0 0.0 -0.1
0.0 0.0 0.1
0.0 0.1 0.0
0.0 0.0 -0.1
0.0 0.1 0.0
-0.1 0.0 0.0
0.0 -0.1 0.1
0.1 0.1 -0.1
0.0 0.1 -0.1
0.0 -0.1 0.0
0.0 0.0 0.0
0.0 0.1 -0.1
-0.3 0.1 0.0
0.0 0.0 0.0
0.1 0.0 0.0
0.1 0.0 0.0
0.0 0.0 0.0
0.0 0.0 0.0
0.0 0.0 0.0
0.0 0.1 0.0
0.0 0.0 0.0
0.0 -0.1 0.0
-0.1 0.2 0.4
0.2 0.1 -0.1
0.0 0.3 0.2
0.2 0.3 0.0
-0.7 -1.4 0.1
0.0 0.0 -0.1
-0.2 0.0 -0.1
0.2 -0.1 -0.1
0.0 0.1 0.0
-0.1 0.0 0.0
0.0 -0.1 -0.1

=====

4.
Molecular formula: C30H52BrClFIN5O11S
Method: DFT, ωB97M-V/def2-TZVPD

Net charge: +1
HOMO-LUMO gap (eV): 5.53

Geometry (Å):
C 1.0183 -1.0949 6.6130
C 0.7570 -1.3526 5.4830
N 0.4470 -1.6782 4.1363
Br 0.3527 -3.6470 4.4384
C 1.7476 -1.2417 3.4159
S 2.6222 -2.6448 2.4889
C 3.4169 -3.5945 3.7917
O 1.6829 -3.4595 1.7693
O 3.7249 -2.1705 1.7182
C 1.7728 0.2291 2.8883
I 2.7697 0.5218 0.9065
C 2.8644 0.9188 3.7858
N 4.2010 0.3255 3.6369
C 5.2663 1.3300 3.6919
C 0.3793 1.0729 3.0398
C 0.2992 1.6020 4.5094
N 0.8895 2.8820 4.8702
C 0.5485 2.2951 2.1246
C -0.3272 3.5542 2.3174
N -0.9989 3.8920 1.0458
C -0.9095 0.1615 2.7295
C -2.2594 0.9145 3.0610
C -2.9936 2.0289 2.3184
O -3.3761 2.9789 2.9332
Cl -3.5860 1.9048 0.6508
C -1.0308 -0.1345 1.2166
C -0.0437 -0.9812 0.4238
F -2.3121 -0.6662 0.9528
C -0.9565 -1.1537 3.6541
C -1.6825 -0.8854 5.0237
C -3.2183 -0.8331 5.1074
O -3.7712 0.1028 5.6126
C -1.8474 -2.2826 3.0760
C -1.3916 -3.2784 1.9886
C -2.4073 -3.5168 0.8962
N -3.7388 -3.7077 1.3724
O -2.0979 -3.5816 -0.2583
H 1.5005 -0.7363 7.4957
H 2.4657 -1.2231 4.2258
H 3.1584 -4.6358 3.6468
H 4.4846 -3.4469 3.7062
H 3.1106 -3.2848 4.7860
H 2.6045 0.8074 4.8377
H 2.9636 1.9503 3.4819
H 4.3552 -0.3051 4.4129
H 5.2473 1.9133 2.7765
H 5.1974 1.9775 4.5654
H 6.2165 0.8078 3.6865
H 0.7431 0.9022 5.2030
H -0.7268 1.6769 4.8426
H 1.7453 3.1445 4.4221
H 0.2369 3.6371 4.9564
H 0.4871 2.0889 1.0668
H 1.5477 2.6746 2.2887
H 0.2997 4.4001 2.5960
H -1.0362 3.4730 3.1301
H -0.3140 4.3860 0.4853
H -1.6984 4.5979 1.2547
H -2.3102 1.2310 4.0890
H -3.0226 0.1409 3.0077
H -1.0577 0.8219 0.7095
H -0.5748 -1.7815 -0.0776
H 0.4262 -0.4154 -0.3621
H 0.6985 -1.4643 1.0438
H -1.5438 -1.7621 5.6574
H -1.3813 0.0314 5.5034
H -3.8176 -1.7032 4.8091
H -2.2300 -2.8980 3.8816
H -2.7443 -1.8176 2.6982
H -0.4324 -3.1418 1.5213
H -1.3174 -4.2616 2.4520
H -4.1993 -4.3166 0.7060
H -4.2161 -2.8126 1.3607
C 1.7684 -0.2386 -6.2511
C 1.7684 -1.1528 -5.0468
O 1.2180 -0.5016 -3.8866
C -0.1085 -0.4449 -3.8442
O -0.8737 -0.9018 -4.6474
O -0.4542 0.2008 -2.7246
C -1.8629 0.3784 -2.5513
H 2.2795 0.6972 -6.0218
H 2.2742 -0.7169 -7.0889
H 0.7524 0.0040 -6.5599
H 2.7859 -1.4210 -4.7698
H 1.2246 -2.0753 -5.2448
H -2.3938 -0.5674 -2.6343
H -2.2489 1.0894 -3.2794
H -2.0029 0.7796 -1.5511
C -0.0917 3.1648 -11.5561
C 0.3965 1.7333 -11.5115
O 0.0824 1.1045 -10.2588
C -1.1726 0.6767 -10.1380
O -2.0318 0.7495 -10.9742
O -1.3111 0.1451 -8.9240
C -2.6333 -0.3098 -8.6241
H 0.2933 3.7242 -10.7027
H 0.2448 3.6488 -12.4725
H -1.1793 3.2079 -11.5229
H 1.4817 1.6996 -11.5841
H -0.0112 1.1461 -12.3331
H -2.9980 -0.9831 -9.3958
H -3.3084 0.5377 -8.5183
H -2.5652 -0.8405 -7.6788

Forces on the atoms, in the same order (eV/Å):
1.0 0.3 0.3
-0.7 0.2 -0.6
0.9 -0.5 0.8
-0.2 0.0 0.1
0.8 -0.1 -0.7
1.0 -1.2 -1.6
-0.2 0.3 0.6
-0.5 0.1 0.6
-0.1 0.6 0.5
0.1 0.8 0.0
0.0 0.0 0.2
0.7 -0.8 -0.2
-0.3 0.0 0.2
0.0 -0.4 -0.4
0.4 -0.6 -0.3
0.2 0.5 0.7
0.0 -0.4 0.2
-0.5 1.1 0.2
0.0 0.2 -0.3
-0.1 0.0 0.6
0.4 0.6 -0.3
-0.1 -0.9 -0.3
-0.3 1.2 0.1
0.4 -0.4 -0.1
0.3 -0.4 0.3
0.2 0.0 -1.0
-0.3 -0.4 0.4
-0.1 -0.1 0.2
-2.1 0.3 0.6
-0.9 -0.1 -0.4
-0.2 0.4 -0.1
0.1 0.0 0.1
0.3 -0.8 -0.6
-0.1 -0.4 -0.1
-0.1 0.7 0.2
0.3 -0.2 -0.1
0.1 -0.5 -0.3
-0.4 -0.1 0.3
-0.1 -0.1 0.2
-0.1 -0.1 -0.1
0.1 0.1 -0.3
-0.1 0.0 0.1
-0.4 0.5 0.1
-0.2 0.2 0.1
0.1 -0.1 0.0
-0.1 0.2 -0.1
0.1 0.2 0.1
0.2 0.0 0.2
-0.1 -0.4 -0.2
-0.1 0.2 -0.2
0.0 0.2 -0.1
0.0 0.2 -0.2
0.0 -0.4 -0.1
0.3 -0.3 -0.1
0.3 -0.1 0.3
-0.4 -0.1 -0.1
0.0 -0.1 -0.3
-0.2 -0.1 -0.1
0.1 0.4 0.0
-0.1 -0.1 -0.1
-0.1 0.4 0.2
-0.3 -0.1 0.0
0.2 0.2 0.0
0.2 0.0 -0.1
0.5 0.0 0.2
0.4 -0.1 0.3
0.1 -0.3 -0.2
0.2 0.1 0.4
0.0 0.5 0.0
0.1 0.4 0.1
0.0 -0.1 0.1
-0.3 0.2 -0.1
-0.2 0.0 0.1
-0.2 0.2 0.0
0.2 -0.2 -0.4
0.1 0.0 0.1
0.1 0.0 0.1
-0.1 0.0 -0.1
0.0 0.1 0.2
-0.1 0.0 0.1
0.1 0.0 0.0
0.0 0.0 0.0
0.0 -0.1 0.0
0.0 0.1 0.2
-0.1 0.1 0.0
0.0 0.0 -0.1
0.0 -0.1 -0.1
0.1 0.0 0.0
-0.1 0.0 0.2
0.1 0.2 -0.3
0.1 0.0 0.0
0.1 0.0 0.1
-0.1 0.0 -0.1
0.0 0.0 0.1
-0.1 -0.1 0.2
0.1 0.0 0.0
0.0 0.0 0.0
0.0 0.0 -0.1
0.0 -0.1 0.1
-0.1 0.0 0.1
0.0 0.1 -0.1
0.0 0.0 -0.1
0.1 0.0 0.0

=====

Question: Look up the net charge of the third one.
Answer: 0